Entry from OMol25: a molecular structure, C9H28BNO12P2Si2 (wB97M-V/def2-TZVPD).

Values from the calculation:
calculated total energy	-70861.625	eV
Kohn-Sham gap	8.4	eV
LUMO energy	-0.006	Ha

Element x y z (Å)
N 4.98250 -0.50063 0.54896
C 3.93195 -0.49088 0.07203
O 2.75918 -0.47351 -0.46731
Si 1.84727 0.94263 -0.32286
O 0.35004 0.54575 -0.78741
Si -1.12796 0.97487 -0.18336
O -1.75657 2.25973 -0.96903
B -1.37673 3.56338 -0.66639
O -1.82077 4.17719 0.48435
O -0.50074 4.22277 -1.48827
P -2.42437 -0.89420 -0.46625
O -2.41240 -1.00288 -2.11299
O -3.94180 -0.30794 -0.23045
P 2.57575 2.48706 -1.83660
O 1.90740 2.29299 -3.14774
H 1.86202 1.38853 1.08335
H -1.01959 1.33356 1.25829
H -1.46832 3.78074 1.28633
H -0.73354 4.29440 -2.41677
H -1.58412 -0.71523 -2.51259
H -3.95211 0.47943 0.32808
H 3.98253 2.39838 -1.86031
H 2.34657 3.71720 -1.18909
C 6.70806 -2.50554 -1.37511
O 7.55978 -3.29815 -2.18284
C 8.07547 -4.43746 -1.51998
C 7.33630 -5.70005 -1.90487
O 5.98995 -5.68440 -1.46412
C 5.06046 -5.36026 -2.47872
H 6.22777 -1.78065 -2.03050
H 5.94066 -3.10914 -0.88411
H 7.27307 -1.96350 -0.61110
H 8.03453 -4.30167 -0.43393
H 9.12576 -4.54285 -1.80946
H 7.82777 -6.55603 -1.43240
H 7.38282 -5.83814 -2.99052
H 4.95692 -6.18289 -3.19524
H 5.35067 -4.45468 -3.01761
H 4.09943 -5.19595 -1.99408
C -5.21547 3.40639 2.63441
O -5.43095 2.01876 2.43705
C -6.02450 1.37184 3.55293
C -7.50452 1.13957 3.34837
O -8.22705 2.35581 3.28723
C -8.57048 2.75253 1.97316
H -4.95923 3.83151 1.66537
H -6.10856 3.90138 3.02143
H -4.38218 3.57616 3.32540
H -5.85806 1.95489 4.46431
H -5.53072 0.40301 3.67519
H -7.89031 0.56641 4.19672
H -7.66396 0.55001 2.43944
H -9.35594 2.10981 1.56125
H -7.70602 2.72811 1.30477
H -8.94762 3.77179 2.03360



Entry from OMol25: a molecular structure, C6H6LuO5 (wB97M-V/def2-TZVPD).

Values from the calculation:
calculated total energy	-50142.843	eV
Kohn-Sham gap	8.0	eV
net charge	+3
LUMO energy	-0.554	Ha

Element x y z (Å)
O 0.11918 -3.66542 -1.83266
C -0.23874 -2.59895 -1.58666
Lu -1.13191 -0.48067 -0.99989
O -2.52528 -0.34408 -4.25442
C -2.02368 -0.38806 -3.22334
C 0.92489 -0.37669 -1.98007
O 1.98680 -0.27814 -2.43723
C -0.34693 1.66338 -1.70456
O 0.05044 2.73792 -1.87191
C 0.58680 0.45314 3.02691
C 0.26972 0.88913 1.61500
O -0.23155 -0.33716 0.98052
H -0.29610 -0.01400 3.46983
H 0.89974 1.26147 3.68301
H 1.37297 -0.31198 3.00621
H -0.49936 1.65496 1.48335
H 1.13329 1.20832 1.03328
H -0.05028 -1.07319 1.59262



Entry from OMol25: a molecular structure, C21H22AsCl2CuF3N4O2S (wB97M-V/def2-TZVPD).

Values from the calculation:
calculated total energy	-181701.858	eV
Kohn-Sham gap	5.0	eV
net charge	-1
LUMO energy	0.052	Ha

Element x y z (Å)
Cu -0.07608 0.36301 0.42967
S -4.59998 -1.90835 6.00659
N -4.48275 -2.35494 4.44065
C -3.50355 -1.65886 3.87827
C -3.05191 -1.78134 2.52672
C -3.57686 -2.69128 1.60953
C -3.03871 -2.74169 0.33771
C -1.94987 -1.92433 0.02918
N -1.41876 -1.09613 0.90248
C -1.97210 -0.96204 2.11853
C -1.42203 0.02584 2.99929
N -0.53633 0.88815 2.47946
C 0.04150 1.77277 3.25884
C -0.25579 1.90061 4.61691
C -1.21369 1.07255 5.16600
C -1.82423 0.11257 4.35671
C -2.87325 -0.75447 4.79145
N -3.39693 -0.79848 6.00978
H -4.38487 -3.33458 1.92234
H -3.42625 -3.42442 -0.40289
H -1.46822 -1.93519 -0.94414
H 0.77176 2.40834 2.78044
H 0.23518 2.65607 5.21276
H -1.50330 1.15550 6.20293
F 1.70194 -2.10146 -2.70176
C 0.73205 -1.38736 -1.96161
F -0.96600 0.63745 -1.27301
F 1.20932 -1.53433 -0.67019
Cl 3.47272 3.68454 1.02689
C 3.95665 1.97908 0.98630
Cl 4.25633 1.42406 2.63010
C 2.80183 1.14760 0.28812
O 3.10576 0.70065 -0.80676
O 1.74821 1.10410 0.93995
H 4.88785 1.90615 0.41956
C 3.10905 1.47489 -4.61631
C 2.70240 0.28391 -3.76273
As 1.07570 0.49822 -2.65722
C 1.19580 2.45166 -2.28446
C 0.22498 3.14440 -1.35005
C -0.24418 0.56807 -4.11153
C -0.61704 -0.80558 -4.64533
H 3.95023 1.21106 -5.26200
H 3.41864 2.31735 -3.99896
H 2.29507 1.80421 -5.26618
H 3.51503 0.02069 -3.08461
H 2.52800 -0.58374 -4.40721
H 1.10093 2.88296 -3.28583
H 2.21851 2.61316 -1.93717
H -0.79849 3.06684 -1.70971
H 0.49303 4.20042 -1.26895
H 0.25579 2.70564 -0.35424
H 0.15286 1.18612 -4.92598
H -1.13534 1.05695 -3.71467
H 0.26478 -1.32639 -5.02155
H -1.34635 -0.73019 -5.45396
H -1.03426 -1.39647 -3.83278